Record 1
Molecular formula: C4H6N2O
Method: DFT, ωB97M-V with the def2-TZVPD basis set

Structure (XYZ):
```
13
Properties=species:S:1:pos:R:3:forces:R:3:lowdin_charge:R:1
C 1.148027 0.697987 -1.653202 1.90 1.85 1.26 -0.07
O 0.246937 1.062619 -0.607666 -0.96 0.06 1.61 -0.11
C -0.172389 0.094945 0.246762 0.33 -0.42 -0.58 -0.38
N -0.412225 -1.101593 -0.452807 -0.31 1.69 0.39 0.14
C -0.351687 0.287108 1.581560 1.21 0.65 -3.05 -0.07
C -0.972850 -0.610593 2.372905 -4.70 -4.37 4.95 -0.28
N -1.649902 -1.236373 3.143919 3.00 2.19 -3.24 0.13
H 1.858304 1.652840 -1.551718 -1.08 -2.42 -1.12 0.14
H 0.624942 0.625578 -2.615752 0.37 0.02 0.23 0.09
H 1.650716 -0.239905 -1.326632 -0.06 0.73 -0.81 0.10
H -0.844788 -0.717917 -1.305888 -0.14 -1.29 0.27 0.12
H -1.008935 -1.690910 0.109256 -0.23 -0.40 -0.32 0.09
H -0.116149 1.176212 2.059261 0.67 1.72 0.41 0.10
```
Forces are in eV/Å.

Summary:
HOMO-LUMO gap (eV): 9.41
Energy (eV): -9271.104
Max |F| (eV/Å): 8.11
SMILES string: CO/C(N)=C/C#N
Charge: 0
HOMO energy (eV): -8.861

---

Record 2
Molecular formula: C5H7Cl2NO2
Method: DFT, ωB97M-V with the def2-TZVPD basis set

Structure (XYZ):
```
17
Properties=species:S:1:pos:R:3:forces:R:3:lowdin_charge:R:1
C 1.528170 1.292276 -0.538997 0.73 4.22 1.31 -0.34
C -1.981650 0.868754 0.592183 -1.54 0.12 0.52 -0.17
C -1.445365 -0.573203 0.485427 -3.17 -0.54 1.09 -0.12
C 0.167933 0.905919 -0.113438 -2.89 -0.67 1.25 -0.19
C 2.328929 0.175795 -0.968604 0.70 1.25 -3.92 0.02
N -0.847791 1.711325 0.207978 2.54 -3.02 -1.58 -0.43
O 1.854424 2.489249 -0.371105 -0.70 -3.44 -0.74 0.09
O -0.127115 -0.403357 0.054255 3.38 2.27 0.25 0.05
Cl -5.116228 0.072640 0.076268 0.64 0.07 -0.01 -0.62
Cl -0.913583 3.286605 -0.243694 -0.48 1.02 0.06 0.91
H -2.922410 1.053713 -0.004814 0.44 -0.13 0.77 0.01
H -2.057978 1.064554 1.658702 -0.99 0.30 -0.09 0.13
H -1.730496 -1.071946 1.523389 1.66 0.63 -2.14 0.18
H -1.836420 -1.205735 -0.311842 -0.87 0.26 0.30 0.13
H 1.682882 -0.386753 -1.679367 0.79 0.00 0.32 0.13
H 2.564977 -0.414835 -0.173611 0.60 -1.89 2.27 0.08
H 3.265389 0.555197 -1.448902 -0.84 -0.45 0.33 0.13
```
Forces are in eV/Å.

Summary:
HOMO-LUMO gap (eV): 4.20
Energy (eV): -35924.072
Max |F| (eV/Å): 4.48
Charge: 0
HOMO energy (eV): -7.180

---

Record 3
Molecular formula: C21H29FN4O4
Method: DFT, ωB97M-V with the def2-TZVPD basis set

Structure (XYZ):
```
59
Properties=species:S:1:pos:R:3:forces:R:3:lowdin_charge:R:1
C 6.979479 1.840203 -0.634010 -0.10 -0.39 0.15 -0.06
C 7.239410 0.427759 -0.128841 0.34 0.23 -0.34 -0.22
O 6.051233 -0.181412 0.367993 -0.33 -0.09 0.07 -0.02
C 5.235689 -0.727106 -0.569334 0.17 -0.12 0.17 -0.54
O 5.489203 -0.740900 -1.752036 0.19 0.15 -0.37 0.09
N 4.135810 -1.289094 -0.022874 -0.04 -0.06 0.13 -0.04
C 3.770470 -1.194733 1.371233 0.02 0.31 0.32 -0.13
C 2.513796 -0.337519 1.533560 -0.04 -0.40 -0.02 -0.11
C 1.379287 -0.912712 0.683507 0.08 0.03 -0.07 -0.31
N 0.190662 -0.099557 0.796861 0.44 0.10 -0.09 0.11
C -1.013471 -0.607385 1.104827 -0.24 0.47 0.13 -0.48
O -1.207654 -1.767628 1.412929 -0.07 -0.42 0.10 0.06
C -2.141890 0.416908 1.052177 -0.02 -0.23 -0.02 -0.01
C -2.152780 1.227700 -0.281887 0.18 0.02 0.08 -0.20
C -1.513718 2.569977 0.044573 -0.08 -0.18 -0.18 -0.44
O -0.310763 2.677121 0.229519 0.39 -0.02 0.01 0.04
N -2.346172 3.605720 0.226362 -0.07 0.48 0.15 0.10
C -3.763458 3.630042 -0.061369 -0.49 -0.15 -0.12 -0.15
C -4.324735 2.206206 -0.071506 0.12 0.36 0.01 -0.17
N -3.440488 1.423105 -0.896769 -0.14 0.21 -0.14 -0.13
C -3.978243 0.313061 -1.659317 0.14 -0.09 -0.08 -0.11
C -4.168575 -0.980100 -0.901395 0.19 -0.13 -0.21 -0.16
C -5.283853 -1.204694 -0.102865 0.09 -0.10 0.00 -0.05
C -5.415834 -2.374947 0.623435 -0.16 0.08 0.10 -0.08
C -4.433133 -3.348846 0.560532 0.06 0.01 -0.08 -0.07
C -3.318788 -3.158167 -0.235791 0.04 0.07 -0.12 -0.01
C -3.205520 -1.981509 -0.948856 -0.42 -0.03 0.06 -0.24
F -2.112189 -1.798762 -1.726328 0.03 0.03 0.08 0.06
C 1.830663 -1.003709 -0.778482 0.06 -0.32 0.27 -0.10
C 3.107053 -1.837315 -0.879446 -0.07 0.13 -0.43 -0.13
H 6.305813 1.805164 -1.486378 -0.02 0.04 -0.07 0.07
H 7.916093 2.295829 -0.942613 0.10 0.09 -0.04 0.08
H 6.529528 2.444622 0.150298 0.00 0.09 0.06 0.08
H 7.927327 0.432826 0.719833 -0.07 -0.04 -0.11 0.12
H 7.646715 -0.190195 -0.935637 0.00 0.07 0.19 0.12
H 4.603806 -0.769649 1.928133 -0.13 -0.14 0.00 0.12
H 3.572265 -2.206829 1.744431 0.04 0.04 0.04 0.13
H 2.218926 -0.310802 2.583152 -0.04 0.04 0.03 0.12
H 2.721952 0.683452 1.206801 0.05 0.09 0.02 0.13
H 1.105655 -1.909800 1.047551 0.09 0.11 -0.04 0.15
H 0.273688 0.887871 0.565191 -0.14 0.00 0.02 0.11
H -3.081117 -0.121877 1.177402 0.14 0.03 0.04 0.11
H -2.021667 1.093196 1.902820 -0.03 -0.04 0.03 0.14
H -1.514079 0.718041 -1.010774 0.01 0.15 0.09 0.16
H -1.903845 4.490807 0.436451 0.10 -0.20 -0.01 0.15
H -3.928213 4.087361 -1.045103 -0.07 -0.07 0.11 0.12
H -4.266884 4.238596 0.695454 0.03 -0.05 -0.05 0.12
H -4.404324 1.827321 0.959406 -0.07 -0.01 -0.03 0.12
H -5.323271 2.219928 -0.510309 0.02 0.00 0.04 0.12
H -3.288780 0.138345 -2.491522 -0.18 0.00 0.02 0.13
H -4.935682 0.639494 -2.073612 0.07 -0.05 -0.02 0.13
H -6.052970 -0.446990 -0.051262 -0.10 0.08 -0.01 0.11
H -6.287811 -2.525626 1.242058 -0.07 -0.02 0.05 0.10
H -4.532100 -4.257483 1.133497 0.00 -0.09 0.05 0.11
H -2.532598 -3.892047 -0.295868 0.12 -0.06 0.01 0.12
H 1.043447 -1.457335 -1.381693 -0.06 0.02 -0.03 0.12
H 2.021579 0.002740 -1.156984 0.00 0.06 -0.06 0.13
H 3.491771 -1.840988 -1.900150 -0.07 -0.11 0.15 0.12
H 2.903277 -2.867671 -0.566990 0.01 0.00 -0.04 0.13
```
Forces are in eV/Å.

Summary:
HOMO-LUMO gap (eV): 9.23
Energy (eV): -39117.745
Max |F| (eV/Å): 0.54
SMILES string: CCOC(=O)N1CCC(NC(=O)C[C@@H]2C(=O)NCCN2Cc2ccccc2F)CC1
Charge: 0
HOMO energy (eV): -8.664

---

Record 4
Molecular formula: C12H19ClIN6O3PSSe2Te2Y
Method: DFT, ωB97M-V with the def2-TZVPD basis set

Structure (XYZ):
```
49
Properties=species:S:1:pos:R:3:forces:R:3:lowdin_charge:R:1
Y -0.095898 0.442663 1.034031 -0.15 -0.75 -0.58 0.83
Cl 4.213457 3.453190 -3.806109 0.04 0.02 -0.03 0.72
C 2.847557 2.771865 -2.992633 0.06 -0.08 0.09 -0.61
C 1.592848 3.197452 -3.298608 -0.05 0.07 -0.11 -0.16
C 0.460383 2.645829 -2.664342 0.03 -0.05 0.03 -0.62
I -1.431473 3.353486 -3.168764 -0.03 -0.03 -0.01 1.00
C 0.573686 1.659684 -1.709584 -0.26 -0.10 0.20 -0.47
O -0.424293 1.060802 -1.098295 0.02 0.15 -0.03 -0.33
C 1.901067 1.252143 -1.362619 0.27 0.01 0.00 -0.16
N 1.987618 0.338633 -0.359518 0.22 -0.18 0.30 0.03
C 3.177089 -0.123120 -0.028833 -0.01 -0.01 -0.05 -0.13
C 4.363635 0.301391 -0.638984 0.01 0.06 -0.07 -0.03
C 4.297904 1.264701 -1.611785 0.05 -0.08 0.09 0.01
C 3.046007 1.773289 -2.000055 -0.23 0.05 -0.10 -0.16
H 1.459218 3.964800 -4.048256 0.02 0.01 0.00 0.10
H 3.205847 -0.880500 0.748484 0.00 0.00 0.00 0.11
H 5.308550 -0.122579 -0.332102 0.01 -0.01 0.00 0.11
H 5.193344 1.637820 -2.089463 0.01 -0.01 0.00 0.10
N 1.740743 0.399071 3.002691 0.04 -0.06 0.00 -0.06
N 1.446972 -0.200540 4.231215 0.13 0.08 0.10 -0.06
C 0.516595 -1.163741 4.340434 -0.04 -0.05 0.06 -0.84
N 0.333817 -1.678658 5.559090 0.04 0.06 0.07 0.12
S -0.362219 -1.708752 3.020170 0.05 -0.05 -0.29 0.63
H 2.694577 0.171643 2.733762 -0.04 0.08 0.01 0.10
H 1.625212 1.412364 3.088979 0.09 -0.05 0.08 -0.04
H 1.972606 0.100505 5.039972 -0.04 -0.01 -0.04 0.16
H 0.809325 -1.330021 6.375309 0.00 -0.02 -0.01 0.12
H -0.392879 -2.360882 5.685842 0.01 0.00 -0.01 0.11
Se -4.574563 0.059501 0.898539 0.29 0.25 0.20 -0.09
Te -2.830628 1.122777 2.384150 -0.48 0.12 0.00 0.20
Te -1.935098 3.469974 1.223095 -0.07 -0.21 0.05 0.25
Se 0.499175 3.020540 1.728555 -0.05 0.70 0.02 -0.11
N -3.353787 -2.864107 0.884818 0.17 -0.23 0.06 0.06
C -2.952526 -3.165036 -0.517106 -0.07 0.12 -0.02 -0.19
P -1.769372 -1.878981 -1.083223 -0.62 0.21 -0.22 0.45
O -0.878945 -2.439538 -2.131608 0.15 0.00 -0.07 -0.31
O -1.267998 -1.327777 0.227826 0.48 0.00 0.26 -0.55
C -2.719904 -0.545239 -1.960740 0.11 -0.06 0.01 -0.22
N -1.942526 -0.294034 -3.220702 0.02 -0.02 -0.07 0.12
H -3.742102 -1.841673 0.949631 -0.18 -0.02 -0.02 -0.10
H -2.534050 -2.879079 1.494448 -0.02 0.00 -0.01 0.09
H -4.048278 -3.520593 1.237790 0.00 0.07 0.02 0.16
H -3.849556 -3.209351 -1.132114 0.02 0.01 -0.02 0.11
H -2.440858 -4.125210 -0.574773 -0.03 -0.01 0.07 0.11
H -2.741443 0.366317 -1.372714 -0.04 -0.01 0.00 0.03
H -3.739823 -0.826100 -2.209466 0.02 -0.06 0.01 0.09
H -1.215467 -1.045835 -3.250474 0.00 0.06 -0.05 0.12
H -1.504632 0.633024 -3.168322 0.03 -0.05 0.02 0.03
H -2.518914 -0.342118 -4.057634 0.03 0.06 0.02 0.16
```
Forces are in eV/Å.

Summary:
HOMO-LUMO gap (eV): 6.52
Energy (eV): -214907.587
Max |F| (eV/Å): 0.96
Charge: +1
HOMO energy (eV): -9.268

---

Record 5
Molecular formula: C22H21AgBN12O2S
Method: DFT, ωB97M-V with the def2-TZVPD basis set

Structure (XYZ):
```
60
Properties=species:S:1:pos:R:3:forces:R:3:lowdin_charge:R:1
Ag -0.460105 0.329087 0.520233 0.31 0.01 0.14 1.06
C 0.487329 3.031842 -2.746581 0.00 -0.01 -0.04 -0.04
C 0.713690 2.551873 -1.457304 -0.07 -0.01 0.02 -0.12
N -0.334437 1.849210 -1.046612 -0.03 -0.02 -0.01 -0.03
N -1.252961 1.853022 -2.052063 0.05 0.04 0.03 0.02
C -0.760704 2.558504 -3.088072 -0.02 0.00 0.03 -0.06
B -2.556654 1.038877 -1.897839 -0.10 -0.02 -0.08 -0.63
N -3.125215 1.323491 -0.463697 -0.05 0.01 0.04 0.01
C -4.186425 2.084333 -0.135813 0.05 0.00 -0.08 -0.06
C -4.263943 2.166792 1.238188 -0.05 -0.01 0.02 -0.05
C -3.179991 1.416480 1.691944 0.03 0.00 0.01 -0.14
N -2.507385 0.919337 0.660181 -0.19 -0.03 0.03 -0.06
N -2.245333 -0.469919 -2.089375 0.04 -0.05 0.09 0.00
C -2.690576 -1.328345 -3.033025 0.03 0.09 -0.07 -0.08
C -2.057295 -2.535804 -2.852485 -0.06 -0.03 -0.01 -0.06
C -1.220344 -2.323464 -1.749136 0.09 0.02 -0.07 -0.15
N -1.329464 -1.081437 -1.307652 -0.11 -0.02 0.04 0.01
N -3.671752 1.419771 -2.874479 0.03 -0.03 0.02 -0.03
C -4.905896 0.853703 -2.889175 0.01 -0.03 0.00 -0.13
C -5.643706 1.465736 -3.870086 -0.01 -0.05 0.05 -0.06
C -4.760430 2.416254 -4.413730 -0.01 0.05 -0.01 -0.15
N -3.586274 2.388584 -3.810959 0.02 0.01 -0.04 0.07
H 1.139812 3.640059 -3.347256 0.00 -0.01 0.01 0.10
H 1.567041 2.658373 -0.809631 0.04 0.01 0.00 0.08
H -1.355883 2.692667 -3.971981 0.01 0.02 0.00 0.10
H -4.811360 2.510387 -0.901562 -0.01 0.02 0.04 0.12
H -5.000448 2.691120 1.820672 0.01 -0.01 0.00 0.10
H -2.849786 1.216373 2.698540 0.00 0.00 -0.01 0.11
H -3.404403 -1.015899 -3.775600 0.01 -0.03 0.00 0.12
H -2.178297 -3.428595 -3.440698 0.01 0.00 0.02 0.09
H -0.529666 -3.005756 -1.277088 -0.01 0.01 0.01 0.10
H -5.162604 0.066698 -2.197659 -0.01 0.01 -0.02 0.13
H -6.662308 1.256464 -4.146973 0.01 0.02 -0.01 0.09
H -4.931705 3.118699 -5.213825 0.00 0.00 0.00 0.10
N 6.718617 -1.159256 5.018868 0.03 -0.01 0.00 0.10
C 5.872063 -0.779363 3.988113 -0.03 0.02 -0.01 -0.32
C 4.943069 0.249217 4.177430 0.02 -0.02 -0.01 -0.03
C 4.071999 0.595674 3.164650 -0.06 0.07 0.01 -0.06
C 4.106919 -0.082733 1.953384 0.04 0.00 0.03 -0.31
C 5.020448 -1.106309 1.754011 0.02 -0.05 -0.03 -0.07
C 5.899764 -1.450284 2.762512 0.00 0.01 0.01 -0.03
S 2.993329 0.371863 0.674465 0.07 -0.02 -0.01 0.59
O 2.877332 1.806334 0.674407 -0.01 0.03 0.06 -0.33
O 3.388458 -0.288877 -0.536946 -0.04 -0.05 0.02 -0.30
N 1.531885 -0.152490 1.209079 0.09 -0.11 -0.17 -0.17
C 1.273646 -1.468353 1.432642 0.03 0.28 -0.08 -0.49
N -0.048283 -1.645991 1.677855 -0.10 -0.03 -0.16 0.04
C -0.496846 -2.887391 1.802897 0.13 -0.03 0.05 -0.13
C 0.375573 -3.962419 1.791287 -0.07 0.04 0.01 -0.06
C 1.718773 -3.667617 1.583174 0.00 -0.02 -0.01 -0.11
N 2.183183 -2.443589 1.375538 -0.14 -0.11 0.14 0.16
H 6.887744 -0.465236 5.727870 -0.01 0.01 0.00 0.09
H 7.555571 -1.645005 4.741852 0.00 -0.01 0.00 0.09
H 4.912252 0.779300 5.121877 0.01 -0.01 0.00 0.11
H 3.365262 1.403821 3.305393 0.01 -0.01 -0.01 0.12
H 5.032493 -1.629476 0.808006 -0.02 0.02 0.00 0.11
H 6.614656 -2.249428 2.605825 0.00 0.00 0.01 0.11
H -1.566450 -3.008036 1.926658 0.00 -0.01 0.01 0.12
H 0.032775 -4.976310 1.931116 -0.01 0.01 0.00 0.10
H 2.453224 -4.466541 1.558633 0.02 0.02 0.00 0.11
```
Forces are in eV/Å.

Summary:
HOMO-LUMO gap (spin up / spin down) (eV): 8.59 / 6.22
Energy (eV): -60642.997
Max |F| (eV/Å): 0.34
Charge: 0
2S+1: 2
HOMO energy (spin up / spin down) (eV): -8.221 / -8.264

---

Record 6
Molecular formula: C10H20FN4
Method: DFT, ωB97M-V with the def2-TZVPD basis set

Structure (XYZ):
```
35
Properties=species:S:1:pos:R:3:forces:R:3:lowdin_charge:R:1
C 0.250464 2.844673 1.838607 1.00 0.37 -1.14 -0.04
C 0.839142 3.200363 0.363410 0.60 -0.14 1.36 -0.29
F 0.372280 4.456152 -0.149082 0.46 -2.28 0.68 -0.05
C 0.667578 1.954630 -0.638343 0.99 0.93 0.42 -0.06
N -0.619498 1.924580 -1.392781 -5.84 -4.16 -2.62 -0.03
N -1.337467 2.933874 -1.976097 -3.37 0.54 -2.07 0.10
C -2.550137 2.488865 -2.619994 4.36 -1.65 2.87 0.02
N -2.585551 1.033398 -2.428616 3.80 3.61 1.76 0.13
C -1.393633 0.748455 -1.677639 -0.84 -0.99 -0.31 -0.09
C -1.212317 -0.794088 -1.298014 0.05 0.42 -0.48 -0.09
C 0.283272 -1.364791 -1.448434 0.63 -0.85 -0.46 -0.19
C 0.687793 -2.499747 -0.386783 -0.07 -0.70 0.68 -0.20
C 0.284607 -2.184090 1.136984 -1.38 -0.59 -0.49 -0.22
C 0.844677 -3.251110 2.208700 -0.98 1.12 0.44 -0.27
N 2.253494 -2.883810 2.577582 -1.07 0.33 -0.33 -0.04
H 0.776403 3.557975 2.562339 -1.22 -0.92 -0.91 0.10
H 0.659689 1.791339 2.076486 -0.92 1.59 -0.27 0.08
H -0.888070 2.908648 1.852024 1.63 -0.13 0.21 0.09
H 1.980142 3.324513 0.526638 -1.84 -0.25 -0.56 0.16
H 1.536318 1.989049 -1.380986 -1.40 -0.23 0.85 0.15
H 0.714404 1.003439 0.018489 -0.16 1.61 -1.38 0.12
H -3.344076 3.118034 -3.150704 1.64 -0.97 1.00 0.15
H -3.297307 0.346787 -2.735272 0.84 0.64 0.37 0.17
H -1.863604 -1.390051 -2.049245 0.95 1.15 1.29 0.13
H -1.694199 -0.952010 -0.274385 0.91 0.28 -1.24 0.12
H 0.332592 -1.867603 -2.492052 0.02 0.98 1.68 0.13
H 1.107676 -0.572367 -1.450544 -1.41 -0.88 0.06 0.10
H 1.825980 -2.720722 -0.396001 -1.88 0.52 -0.35 0.13
H 0.152396 -3.488498 -0.670403 0.94 1.60 0.42 0.13
H 0.529864 -1.088251 1.399359 -0.09 -1.64 -0.10 0.10
H -0.873092 -2.262683 1.193566 1.80 0.22 -0.03 0.11
H 0.712488 -4.321581 1.830948 0.45 1.48 0.30 0.12
H 0.182361 -3.162942 3.158234 0.84 -0.19 -1.64 0.12
H 2.352948 -1.895045 2.267699 0.25 -1.05 0.76 0.06
H 2.312384 -2.925383 3.604308 0.29 0.22 -0.78 0.07
```
Forces are in eV/Å.

Summary:
HOMO-LUMO gap (eV): 8.16
Energy (eV): -19361.758
Max |F| (eV/Å): 7.63
SMILES string: C[C@H](F)Cn1nc[nH+]c1CCCCCN
Charge: +1
HOMO energy (eV): -11.786

---

Question: Which formula does entry 1 have?
Answer: C4H6N2O